# 1
ORCA calculation (ωB97M-V/def2-TZVPD) on a molecular structure, C45H42As2F4FeN3O5.

```
! RIJCOSX wB97M-V def2-TZVPD def2/J DEFGRID3
* xyz 1 5
Fe -1.50 -0.97 0.68
F 4.67 -1.12 -2.47
C 4.41 -1.05 -1.14
C 3.11 -0.83 -0.77
C 2.78 -0.70 0.58
C 1.40 -0.38 0.95
O 0.50 -0.41 0.09
C 1.23 0.03 2.31
C 2.24 -0.13 3.20
N 3.46 -0.63 2.88
C 4.43 -0.84 3.93
C 3.99 -1.64 5.12
C 4.99 -2.21 4.16
C 3.79 -0.81 1.55
C 5.10 -1.08 1.14
C 5.44 -1.18 -0.20
N 6.80 -1.42 -0.54
C 7.16 -1.84 -1.89
C 8.64 -2.27 -1.89
N 9.00 -2.60 -0.48
C 9.05 -1.35 0.35
C 7.81 -0.52 0.00
C -0.05 0.71 2.79
O 0.07 1.56 3.66
O -1.13 0.33 2.22
H 2.33 -0.72 -1.51
H 2.10 0.17 4.23
H 5.07 0.02 4.10
H 2.99 -2.05 5.10
H 4.32 -1.32 6.10
H 4.65 -3.01 3.51
H 6.02 -2.30 4.48
H 5.87 -1.18 1.89
H 7.02 -1.04 -2.63
H 6.52 -2.67 -2.17
H 9.29 -1.47 -2.23
H 8.79 -3.14 -2.52
H 9.88 -3.12 -0.41
H 8.24 -3.17 -0.11
H 9.97 -0.81 0.12
H 9.06 -1.64 1.40
H 8.06 0.26 -0.74
H 7.43 -0.02 0.89
C -3.53 2.66 0.32
C -4.19 1.28 0.40
As -4.75 0.44 -1.32
C -6.45 -0.28 -0.67
C -7.54 -0.24 -1.54
C -8.77 -0.75 -1.15
C -8.91 -1.33 0.10
C -7.83 -1.39 0.96
C -6.61 -0.87 0.59
C -3.76 -1.28 -1.27
C -2.40 -1.35 -1.66
C -1.74 -2.58 -1.75
C -2.41 -3.75 -1.44
C -3.75 -3.70 -1.08
C -4.41 -2.48 -1.01
As -1.82 2.87 -0.65
C -2.49 3.00 -2.51
C -3.67 3.66 -2.84
C -4.17 3.60 -4.13
C -3.50 2.88 -5.11
C -2.29 2.27 -4.80
C -1.78 2.34 -3.51
C -1.67 4.79 -0.26
C -1.65 5.76 -1.26
C -1.60 7.11 -0.93
C -1.55 7.50 0.40
C -1.54 6.54 1.40
C -1.59 5.19 1.07
H -3.30 2.97 1.35
H -4.23 3.40 -0.09
H -5.10 1.40 0.99
H -3.56 0.57 0.94
H -7.40 0.20 -2.52
H -9.62 -0.69 -1.82
H -9.87 -1.74 0.40
H -7.94 -1.85 1.94
H -5.76 -0.93 1.27
H -1.89 -0.45 -2.00
H -0.72 -2.62 -2.09
H -1.90 -4.70 -1.50
H -4.28 -4.61 -0.86
H -5.46 -2.47 -0.75
H -4.20 4.23 -2.09
H -5.10 4.11 -4.38
H -3.91 2.80 -6.11
H -1.74 1.73 -5.57
H -0.83 1.89 -3.28
H -1.68 5.46 -2.30
H -1.60 7.85 -1.72
H -1.53 8.55 0.66
H -1.49 6.84 2.44
H -1.56 4.45 1.86
F -3.33 -5.05 2.49
C -2.09 -4.83 2.06
F -1.85 -5.67 1.03
F -1.24 -5.16 3.05
C -1.87 -3.36 1.61
O -2.85 -2.59 1.64
O -0.73 -3.05 1.24
*
```

## Properties
HOMO energy (alpha / beta): -9.619 / -9.621 eV

=====

# 2
ORCA calculation (ωB97M-V/def2-TZVPD) on a molecular structure, C45H42AsBrIN3O2PS3Ti.

```
! RIJCOSX wB97M-V def2-TZVPD def2/J DEFGRID3
* xyz -1 1
Ti 1.09 0.01 -1.62
S 1.16 -2.42 -1.66
C 1.78 -3.14 -0.16
C 3.02 -3.79 -0.21
C 3.50 -4.49 0.88
C 2.77 -4.54 2.06
C 1.54 -3.89 2.12
C 1.04 -3.19 1.02
As -0.71 -2.33 1.05
C -1.82 -3.91 0.65
C -3.20 -3.71 0.59
C -4.05 -4.76 0.28
C -3.53 -6.02 0.00
C -2.16 -6.22 0.04
C -1.31 -5.17 0.37
C -0.97 -2.28 2.99
C -0.32 -1.25 3.68
C -0.49 -1.09 5.05
C -1.32 -1.96 5.75
C -1.98 -2.98 5.08
C -1.80 -3.14 3.71
H 3.59 -3.75 -1.13
H 4.46 -4.99 0.82
H 3.14 -5.08 2.92
H 0.97 -3.93 3.04
H -3.61 -2.73 0.79
H -5.12 -4.59 0.24
H -4.19 -6.84 -0.25
H -1.74 -7.19 -0.18
H -0.24 -5.33 0.40
H 0.32 -0.57 3.13
H 0.02 -0.29 5.57
H -1.46 -1.83 6.82
H -2.63 -3.65 5.62
H -2.32 -3.94 3.19
I -1.99 -0.52 -1.87
C -1.76 0.15 -3.84
C -2.88 0.60 -4.49
C -2.80 0.92 -5.86
C -1.63 0.72 -6.53
C -0.48 0.24 -5.87
C 0.70 -0.04 -6.60
C 1.79 -0.54 -5.97
C 1.79 -0.69 -4.56
C 0.71 -0.38 -3.77
C -0.49 0.00 -4.46
H -3.82 0.69 -3.97
H -3.68 1.30 -6.37
H -1.57 0.92 -7.60
H 0.70 0.13 -7.67
H 2.69 -0.78 -6.53
H 2.71 -1.02 -4.09
C 3.98 -0.97 1.90
C 3.39 -0.41 0.63
S 1.71 0.10 0.73
C 4.07 -0.28 -0.52
C 5.49 -0.75 -0.70
S 3.36 0.47 -1.94
H 3.33 -0.74 2.75
H 4.97 -0.56 2.11
H 4.07 -2.06 1.85
H 5.96 -1.00 0.24
H 6.09 0.03 -1.20
H 5.52 -1.63 -1.34
C -3.85 3.29 1.75
N -2.82 3.97 0.96
C -1.90 4.63 1.88
N -1.31 3.74 2.88
C -2.38 3.07 3.60
N -3.33 2.35 2.74
C -2.68 1.21 2.09
P -1.23 1.65 1.00
C -2.11 3.02 0.09
C -0.41 2.77 2.24
H -4.52 2.75 1.07
H -4.42 4.05 2.28
H -2.45 5.41 2.41
H -1.10 5.10 1.30
H -2.94 3.83 4.15
H -1.95 2.36 4.31
H -3.42 0.68 1.49
H -2.33 0.51 2.86
H -2.83 2.57 -0.61
H -1.39 3.57 -0.51
H 0.40 3.30 1.74
H 0.05 2.15 3.01
Br 2.09 7.97 -2.49
C 2.01 6.23 -1.71
C 2.65 6.00 -0.51
C 2.59 4.73 0.05
C 1.90 3.71 -0.59
C 1.26 3.97 -1.79
C 1.31 5.23 -2.36
C 0.47 2.90 -2.51
O -0.09 3.12 -3.56
O 0.42 1.76 -1.86
H 3.19 6.80 -0.02
H 3.10 4.54 0.99
H 1.87 2.72 -0.16
H 0.80 5.41 -3.30
*
```

## Properties
HOMO energy: -4.696 eV

=====

# 3
ORCA calculation (ωB97M-V/def2-TZVPD) on a molecular structure, C45H42AsBrIN3O2PS3Ti.

```
! RIJCOSX wB97M-V def2-TZVPD def2/J DEFGRID3
* xyz -1 1
Ti 0.19 0.03 1.31
S -1.24 1.94 0.63
C -2.71 1.24 -0.06
C -3.95 1.78 0.29
C -5.12 1.29 -0.25
C -5.08 0.24 -1.17
C -3.86 -0.30 -1.53
C -2.68 0.17 -0.96
As -0.91 -0.49 -1.43
C -1.29 -2.34 -1.90
C -2.18 -3.10 -1.13
C -2.34 -4.45 -1.37
C -1.64 -5.08 -2.38
C -0.76 -4.34 -3.16
C -0.58 -2.98 -2.91
C -0.85 0.43 -3.16
C -0.66 1.81 -3.09
C -0.68 2.58 -4.25
C -0.87 1.98 -5.48
C -1.06 0.60 -5.56
C -1.05 -0.17 -4.40
H -3.97 2.60 1.01
H -6.07 1.71 0.05
H -6.00 -0.14 -1.60
H -3.82 -1.11 -2.25
H -2.74 -2.63 -0.33
H -3.02 -5.02 -0.74
H -1.76 -6.14 -2.57
H -0.19 -4.82 -3.95
H 0.14 -2.43 -3.50
H -0.52 2.28 -2.13
H -0.54 3.65 -4.18
H -0.89 2.57 -6.39
H -1.22 0.13 -6.51
H -1.22 -1.23 -4.48
I 2.59 -1.14 -2.00
C 2.24 -2.74 -0.71
C 2.31 -3.97 -1.31
C 2.33 -5.15 -0.53
C 2.41 -5.03 0.82
C 2.37 -3.76 1.45
C 2.59 -3.69 2.85
C 2.61 -2.48 3.46
C 2.24 -1.32 2.74
C 1.91 -1.32 1.39
C 2.15 -2.57 0.70
H 2.39 -4.04 -2.38
H 2.35 -6.11 -1.02
H 2.50 -5.91 1.45
H 2.77 -4.60 3.40
H 2.84 -2.39 4.52
H 2.15 -0.41 3.31
C -0.64 1.91 5.65
C -0.05 1.56 4.31
S -0.69 0.13 3.54
C 0.90 2.30 3.71
C 1.49 3.55 4.30
S 1.54 1.81 2.16
H -1.47 1.24 5.89
H -1.02 2.93 5.67
H 0.10 1.82 6.45
H 1.26 3.64 5.36
H 1.10 4.44 3.79
H 2.57 3.56 4.18
C 4.92 3.48 -2.28
N 4.73 3.50 -0.83
C 4.10 4.77 -0.47
N 2.86 5.06 -1.18
C 3.13 4.98 -2.62
N 3.71 3.71 -3.06
C 2.75 2.61 -2.88
P 2.19 2.34 -1.12
C 3.90 2.36 -0.40
C 1.80 4.12 -0.79
H 5.35 2.51 -2.56
H 5.64 4.26 -2.54
H 4.82 5.57 -0.69
H 3.90 4.76 0.60
H 3.83 5.78 -2.88
H 2.19 5.15 -3.16
H 3.21 1.69 -3.26
H 1.88 2.81 -3.51
H 4.40 1.43 -0.67
H 3.82 2.37 0.69
H 1.59 4.23 0.27
H 0.88 4.38 -1.33
Br -4.91 -4.76 5.23
C -4.41 -3.40 4.00
C -5.35 -2.43 3.65
C -4.98 -1.45 2.75
C -3.70 -1.42 2.21
C -2.79 -2.40 2.57
C -3.14 -3.40 3.46
C -1.40 -2.44 1.98
O -0.66 -3.38 2.15
O -1.09 -1.38 1.25
H -6.34 -2.46 4.08
H -5.69 -0.68 2.47
H -3.41 -0.64 1.53
H -2.42 -4.16 3.73
*
```

## Properties
HOMO energy: -4.353 eV

=====

# 4
ORCA calculation (ωB97M-V/def2-TZVPD) on a molecular structure, C45H42AsFN16O3SSc.

```
! RIJCOSX wB97M-V def2-TZVPD def2/J DEFGRID3
* xyz 1 1
Sc 2.50 0.15 0.35
C -1.17 1.53 -1.89
C -0.20 1.02 -0.87
N 1.11 0.89 -1.15
N 1.52 1.35 -2.39
C 2.79 1.25 -2.76
N 3.13 1.80 -3.94
S 3.97 0.47 -1.82
C -0.56 0.71 0.46
C -1.87 0.79 1.00
C -2.08 0.50 2.32
C -1.01 0.12 3.14
C 0.24 0.08 2.57
N 0.48 0.37 1.28
H -1.13 0.94 -2.81
H -0.97 2.58 -2.13
H -2.19 1.50 -1.52
H 0.89 1.94 -2.90
H 2.47 2.26 -4.54
H 4.09 1.77 -4.22
H -2.69 1.11 0.38
H -3.08 0.58 2.73
H -1.14 -0.11 4.18
H 1.11 -0.19 3.17
F -1.64 -2.21 -3.12
C -0.92 -3.09 -2.36
C 0.11 -2.61 -1.58
C 0.85 -3.51 -0.79
C 1.92 -3.07 0.01
O 2.19 -1.80 0.15
C 2.66 -4.06 0.74
C 2.26 -5.35 0.75
N 1.19 -5.78 0.03
C 0.86 -7.18 0.02
C 0.87 -7.94 1.31
C -0.43 -7.62 0.64
C 0.49 -4.90 -0.81
C -0.54 -5.34 -1.62
C -1.26 -4.43 -2.42
N -2.35 -4.90 -3.23
C -3.66 -4.46 -2.76
C -4.73 -5.07 -3.69
N -4.09 -6.23 -4.40
C -3.06 -5.75 -5.38
C -2.22 -4.67 -4.67
C 3.80 -3.63 1.55
O 4.04 -3.82 2.70
O 4.62 -2.77 0.75
H 0.35 -1.55 -1.57
H 2.79 -6.11 1.31
H 1.18 -7.71 -0.88
H 1.11 -7.39 2.21
H 1.24 -8.95 1.29
H -1.04 -6.84 1.09
H -0.98 -8.42 0.17
H -0.82 -6.38 -1.65
H -3.77 -3.37 -2.77
H -3.80 -4.81 -1.74
H -5.06 -4.38 -4.46
H -5.60 -5.43 -3.15
H -4.79 -6.82 -4.86
H -3.60 -6.78 -3.69
H -3.58 -5.38 -6.25
H -2.46 -6.62 -5.65
H -2.55 -3.67 -4.96
H -1.18 -4.78 -4.95
N 5.13 1.34 2.82
C 4.25 2.23 2.23
N 4.32 3.53 2.37
N 3.31 4.00 1.59
N 2.69 3.03 1.03
N 3.26 1.85 1.42
C 5.31 0.08 2.37
N 6.38 -0.66 2.71
N 6.23 -1.82 2.13
N 5.13 -1.75 1.47
N 4.47 -0.59 1.57
H 5.90 1.74 3.33
C -5.19 4.63 1.28
C -4.60 4.49 0.03
C -3.22 4.38 -0.08
C -2.41 4.42 1.05
C -3.01 4.56 2.30
C -4.39 4.66 2.41
As -0.48 4.15 0.79
C 0.01 5.98 0.35
C -0.14 6.62 -0.87
C 0.30 7.93 -1.02
C 0.91 8.58 0.04
C 1.07 7.94 1.26
C 0.62 6.64 1.43
C 0.71 5.84 2.66
C 1.29 6.25 3.86
C 1.33 5.38 4.94
C 0.79 4.11 4.85
C 0.21 3.69 3.66
C 0.16 4.55 2.58
H -6.27 4.71 1.37
H -5.22 4.47 -0.86
H -2.78 4.26 -1.06
H -2.40 4.60 3.19
H -4.84 4.77 3.39
H -0.61 6.11 -1.70
H 0.18 8.43 -1.97
H 1.27 9.59 -0.08
H 1.55 8.46 2.08
H 1.73 7.23 3.94
H 1.80 5.70 5.86
H 0.83 3.44 5.70
H -0.20 2.69 3.58
*
```

## Properties
HOMO energy (alpha / beta): -7.690 / -7.519 eV

=====

Record order is preserved below.
ΔE to the lowest compared entry with this formula, charge and spin: 126.7; 26.6; 74.9; 427.6 kJ/mol
Record order is preserved below.
F_max: 1.33; 0.41; 0.85; 0.57 eV/A